*one*
A 5-piece molecular cluster, C3H16O4 overall. Source: OMol25; level of theory: wB97M-V/def2-TZVPD.

As for the spin multiplicity: 1. The SMILES is CCC.O.O.O.O. The HOMO-LUMO gap comes out at 11.1 eV.

Element x y z (Å)
H: -0.44777 1.01082 -1.28119
O: -0.75424 -3.53574 -1.63042
H: -4.32347 1.15298 0.50074
O: 2.17196 -2.52558 -1.69383
H: 0.69625 1.95933 -0.06856
H: -0.58361 3.07729 2.13126
H: 1.30138 1.11431 -1.44018
H: 1.49209 -3.20276 -1.79915
H: -1.23433 -4.08969 -1.00680
O: -0.76929 3.15037 1.18733
H: -0.86742 -2.64172 -1.28985
H: -1.71869 2.95106 1.17354
C: 0.48380 1.05402 -0.70651
H: -0.31741 -0.28225 0.72433
C: 1.73952 0.28530 1.27354
C: 0.66739 -0.14389 0.24848
H: 0.85909 -1.05415 -0.28626
H: -2.78460 0.93418 0.64899
H: 1.88572 -1.80094 -2.25925
H: 2.78324 0.28344 0.88885
O: -3.52069 1.50293 0.89360
H: 1.54530 1.26700 1.72028
H: 1.69577 -0.46630 2.07107

Here are the Löwdin charges for atoms 1 to 8, given in e: H 0.064; O -0.047; H 0.042; O -0.064; H 0.055; H 0.045; H 0.065; H 0.010

*two*
A 5-piece molecular cluster, C3H16O4 overall. Source: OMol25; level of theory: wB97M-V/def2-TZVPD.

As for the spin multiplicity: 1. The SMILES is CCC.O.O.O.O. The HOMO-LUMO gap comes out at 11.8 eV.

Element x y z (Å)
H: 6.33092 -0.46249 -1.15698
C: 0.86858 0.68088 1.33814
C: 0.22261 1.78069 2.17813
H: 3.47875 -4.80545 -4.59841
H: 7.20667 -0.40146 0.13997
O: 2.61107 -5.00633 -4.20825
H: 0.37869 2.76157 1.74003
C: 0.44901 0.86311 -0.10940
H: 0.37834 1.91609 -0.38131
H: 1.92924 0.55301 1.50063
H: -5.13831 2.19071 -0.10476
H: 2.36158 -4.08425 -4.04922
O: -6.47096 -0.81413 0.93992
H: 1.04123 0.44088 -0.91253
H: -6.49304 -0.92679 1.89939
H: -0.85800 1.61024 2.25586
H: -5.54870 -0.57861 0.77913
O: 7.10338 -0.06012 -0.74916
H: -5.52553 0.87289 -0.72121
H: -0.57556 0.50322 -0.25212
H: 0.46245 -0.25403 1.72887
H: 0.53790 1.82952 3.22101
O: -4.75032 1.39084 -0.47773

Here are the Löwdin charges for atoms 1 to 8, given in e: H 0.031; C -0.317; C -0.133; H 0.038; H 0.028; O -0.071; H 0.063; C -0.130

Last place for stability: *two*

*one*
A 2-piece molecular cluster, C4H14N3 overall. Source: OMol25; level of theory: wB97M-V/def2-TZVPD.

As for the spin multiplicity: 2. As for the expectation value of S²: 0.753. The HOMO-LUMO gap (spin up / spin down) comes out at 4.9 / 9.7 eV.

Element x y z (Å)
H: -0.10130 -3.48132 -1.40322
H: 1.68218 3.87827 -0.39199
N: -0.66841 -1.88686 -0.21453
H: -2.05646 -1.17187 2.06753
N: 0.77902 -0.27218 0.72589
H: 1.16504 -2.33303 -1.10026
H: 1.47131 -0.50495 0.04121
H: 0.79447 0.63465 1.16725
H: -0.62654 2.31641 -0.41876
C: 1.32357 3.08697 -1.04194
C: -0.17650 2.88623 -1.19933
H: -0.35252 2.43951 -2.18269
C: -0.46803 -0.91278 0.79040
H: 1.74378 3.09246 -2.04157
H: -1.38847 0.37454 2.19908
H: -1.60966 -2.25651 -0.19449
H: 1.89084 2.22993 -0.66899
C: 0.35061 -2.88346 -0.58200
N: -1.39477 -0.50519 1.71232
H: 0.84048 -3.35344 0.27076
H: -0.66316 3.87940 -1.14843

Here are the Löwdin charges for atoms 1 to 8, given in e: H 0.087; H 0.060; N -0.083; H 0.071; N 0.085; H 0.062; H 0.058; H 0.061

*two*
A 2-piece molecular cluster, C4H14N3 overall. Source: OMol25; level of theory: wB97M-V/def2-TZVPD.

As for the spin multiplicity: 2. As for the expectation value of S²: 0.753. The HOMO-LUMO gap (spin up / spin down) comes out at 4.6 / 9.4 eV.

Element x y z (Å)
H: -2.10196 -1.08711 -1.07837
C: 2.65460 0.87907 -1.38747
C: -0.24073 -1.96468 -0.66067
H: 1.50141 0.86793 0.46170
H: -0.18395 -2.41030 -1.69204
H: 0.77024 -1.23693 -0.88376
H: 3.27504 1.64010 0.39803
H: 0.66962 -0.24099 1.38742
N: -1.26885 -0.99038 -0.50090
N: -2.36352 0.70743 0.67326
C: -1.35996 -0.22312 0.59701
H: 1.80810 1.05309 -2.03005
C: 2.25276 1.53226 -0.11814
H: 2.87243 -0.25159 -1.16345
H: 0.17808 -2.50413 0.20616
H: 1.81314 2.44807 -0.15024
H: -0.81044 -0.09827 2.43305
H: -3.27135 0.66960 0.30505
H: -2.11695 1.54723 1.33525
N: -0.34558 -0.15305 1.47486
H: 3.60219 1.31410 -1.64374

Here are the Löwdin charges for atoms 1 to 8, given in e: H 0.120; C -0.202; C -0.135; H 0.049; H 0.088; H 0.097; H 0.096; H 0.066

Last place for stability: *two*